Entry 1:
This record from the Open Molecules 2025 dataset describes 8 unconnected molecules or ions with the total composition C28H42NO24. The level of theory is ωB97M-V with the def2-TZVPD basis set.

Values from the calculation:
Gap between HOMO and LUMO: 8.75 eV
Relative energy (zero: lowest compared OMol25 entry of this formula, charge and spin): 530.7 kJ/mol
Molecular weight: 776.63 g mol⁻¹

The geometry in ORCA input format:
```
! wB97M-V def2-TZVPD RIJCOSX def2/J DEFGRID3
* xyz -1 1
N -35.875 -52.902 -17.818
O -36.161 -53.983 -17.252
O -36.873 -52.306 -18.345
O -34.806 -52.622 -18.201
C -39.220 -56.109 -16.118
C -39.729 -56.371 -17.538
C -38.845 -55.909 -18.708
O -38.974 -57.020 -19.539
C -39.370 -58.021 -18.918
O -39.519 -59.164 -19.439
O -39.850 -57.777 -17.759
H -39.976 -56.395 -15.416
H -39.234 -54.779 -16.224
H -38.266 -56.636 -16.060
H -40.762 -55.797 -17.670
H -37.824 -55.981 -18.599
H -39.067 -54.828 -19.077
C -33.445 -49.156 -15.956
C -34.643 -49.024 -16.950
C -35.753 -48.153 -16.309
O -35.476 -46.866 -16.792
C -34.787 -46.936 -17.802
O -34.599 -45.952 -18.580
O -34.221 -48.141 -17.932
H -32.656 -49.358 -16.549
H -33.449 -49.941 -15.191
H -33.068 -48.026 -15.554
H -35.110 -49.822 -17.391
H -35.699 -48.334 -15.286
H -36.565 -48.715 -16.566
C -32.725 -48.848 -20.558
C -33.808 -49.600 -21.392
C -35.127 -50.028 -20.700
O -35.903 -49.924 -21.788
C -35.405 -49.240 -22.661
O -36.030 -48.854 -23.703
O -34.102 -48.966 -22.470
H -33.170 -47.917 -20.287
H -32.014 -48.718 -21.230
H -32.243 -49.376 -19.693
H -33.195 -50.574 -21.551
H -35.191 -49.366 -19.846
H -34.874 -51.073 -20.440
C -34.632 -57.644 -17.583
C -33.985 -56.528 -16.942
C -34.445 -56.349 -15.472
O -33.567 -57.115 -14.699
C -32.569 -57.527 -15.443
O -31.653 -58.191 -14.975
O -32.641 -57.168 -16.628
H -34.045 -57.873 -18.553
H -35.728 -57.650 -17.939
H -34.544 -58.384 -16.955
H -33.889 -55.653 -17.525
H -35.256 -56.695 -15.024
H -34.174 -55.443 -15.159
C -35.157 -53.285 -13.555
C -35.182 -51.824 -13.903
C -36.592 -51.373 -14.076
O -36.538 -50.094 -13.494
C -35.437 -49.841 -12.873
O -35.233 -48.880 -12.181
O -34.583 -50.956 -12.973
H -34.023 -53.715 -13.553
H -35.767 -53.854 -14.387
H -35.543 -53.702 -12.745
H -34.709 -51.587 -14.963
H -37.350 -51.983 -13.707
H -36.574 -51.082 -15.110
C -31.362 -51.672 -18.397
C -30.727 -53.019 -18.705
C -31.396 -54.259 -17.982
O -31.639 -55.130 -18.969
C -31.278 -54.590 -20.219
O -31.564 -55.094 -21.313
O -30.741 -53.450 -20.065
H -32.351 -51.622 -18.569
H -30.834 -50.963 -18.939
H -31.334 -51.665 -17.266
H -29.635 -52.842 -18.403
H -32.344 -53.911 -17.627
H -30.799 -54.774 -17.293
C -39.574 -50.685 -20.292
C -39.893 -49.553 -19.367
C -39.785 -49.685 -17.960
O -39.248 -48.459 -17.583
C -38.987 -47.734 -18.611
O -38.533 -46.647 -18.529
O -39.385 -48.349 -19.755
H -39.948 -50.321 -21.227
H -39.924 -51.560 -19.792
H -38.507 -50.772 -20.213
H -40.946 -49.213 -19.607
H -39.085 -50.454 -17.707
H -40.796 -49.912 -17.322
*
```

---

Entry 2:
This record from the Open Molecules 2025 dataset describes 7 unconnected molecules or ions with the total composition C28H42O14. The level of theory is ωB97M-V with the def2-TZVPD basis set.

Values from the calculation:
SMILES: O=C1CCCO1.O=C1CCCO1.O=C1CCCO1.O=C1CCCO1.O=C1CCCO1.O=C1CCCO1.O=C1CCCO1
Gap between HOMO and LUMO: 9.22 eV
Relative energy (zero: lowest compared OMol25 entry of this formula, charge and spin): 1440.1 kJ/mol
Molecular weight: 602.63 g mol⁻¹

The geometry in ORCA input format:
```
! wB97M-V def2-TZVPD RIJCOSX def2/J DEFGRID3
* xyz 0 1
O -2.724 -5.346 1.313
C -1.544 -5.192 1.634
C -0.408 -5.082 0.628
C 0.529 -4.121 1.357
C 0.195 -4.213 2.808
O -1.077 -4.871 2.881
H 0.087 -6.046 0.509
H -0.751 -4.587 -0.280
H 1.586 -4.273 1.140
H 0.269 -3.106 1.057
H 0.936 -4.855 3.286
H 0.071 -3.260 3.322
O 2.550 -1.339 6.261
C 2.951 -1.308 5.030
C 4.333 -1.078 4.427
C 3.954 -0.655 3.040
C 2.587 -1.165 2.776
O 2.015 -1.228 4.054
H 4.807 -0.242 4.943
H 5.037 -1.862 4.706
H 3.881 0.389 2.736
H 4.693 -1.122 2.388
H 2.069 -0.528 2.059
H 2.665 -2.193 2.424
O -2.851 -0.638 1.441
C -2.425 -1.188 0.431
C -2.332 -2.658 0.168
C -1.145 -2.678 -0.837
C -1.390 -1.457 -1.657
O -1.904 -0.574 -0.662
H -2.228 -3.062 1.175
H -3.241 -3.005 -0.324
H -0.267 -2.509 -0.213
H -1.040 -3.554 -1.477
H -0.465 -0.991 -1.998
H -2.136 -1.610 -2.436
O -0.716 0.675 -6.027
C -0.848 1.021 -4.893
C -0.882 0.240 -3.635
C -0.604 1.265 -2.606
C -1.049 2.583 -3.355
O -0.959 2.307 -4.663
H -1.917 -0.080 -3.511
H -0.269 -0.648 -3.789
H -1.191 1.014 -1.722
H 0.395 1.206 -2.174
H -2.084 2.766 -3.067
H -0.539 3.432 -2.899
O 4.941 5.220 -2.432
C 3.849 4.841 -2.045
C 2.614 5.645 -2.028
C 1.557 4.533 -1.768
C 2.373 3.384 -1.002
O 3.636 3.671 -1.314
H 2.693 6.280 -1.146
H 2.419 6.186 -2.954
H 0.812 5.050 -1.163
H 1.223 4.169 -2.739
H 2.148 3.249 0.056
H 2.148 2.394 -1.401
O -1.795 1.890 1.540
C -2.550 1.648 0.609
C -3.976 1.746 0.630
C -4.356 1.644 -0.813
C -3.173 0.977 -1.488
O -2.059 1.206 -0.603
H -4.259 0.745 0.957
H -4.394 2.533 1.257
H -5.245 1.016 -0.870
H -4.489 2.607 -1.305
H -3.266 -0.109 -1.448
H -3.054 1.304 -2.521
O 1.893 1.034 -1.516
C 1.262 0.614 -0.528
C 0.354 1.351 0.396
C 0.075 0.400 1.574
C 0.395 -1.020 1.000
O 1.340 -0.698 -0.056
H 0.930 2.134 0.889
H -0.552 1.678 -0.115
H 0.621 0.652 2.483
H -0.994 0.548 1.728
H 0.842 -1.731 1.695
H -0.585 -1.365 0.671
*
```

---

Entry 3:
This record from the Open Molecules 2025 dataset describes a molecular structure, C28H43BF3N6SbZr. The level of theory is ωB97M-V with the def2-TZVPD basis set.

Values from the calculation:
Gap between HOMO and LUMO: 5.11 eV
Relative energy (zero: lowest compared OMol25 entry of this formula, charge and spin): 132.5 kJ/mol
Molecular weight: 744.48 g mol⁻¹

The geometry in ORCA input format:
```
! wB97M-V def2-TZVPD RIJCOSX def2/J DEFGRID3
* xyz 2 1
Zr 1.251 -0.104 1.730
C 0.979 4.067 -0.061
C 1.408 2.723 -0.141
N 0.735 1.947 0.779
N -0.094 2.826 1.491
C 0.087 4.061 1.012
B -0.980 2.244 2.601
N -0.010 2.012 3.822
C 0.009 2.444 5.054
C 1.030 1.884 5.781
C 1.610 1.050 4.879
N 1.025 1.100 3.657
N -1.562 0.885 2.211
C -2.887 0.738 2.099
C -3.185 -0.531 1.674
C -1.952 -1.134 1.584
N -0.960 -0.313 1.927
H 1.186 4.909 -0.669
H 2.129 2.274 -0.763
H -0.607 4.793 1.422
H -1.925 2.975 3.070
H -0.690 3.281 5.416
H 1.118 2.066 6.871
H 2.574 0.427 4.982
H -3.536 1.628 2.134
H -4.113 -0.982 1.404
H -1.710 -2.136 1.178
C 4.874 -1.808 1.461
C 3.438 -2.189 1.654
C 2.773 -2.101 2.899
C 1.439 -2.529 3.093
C 0.787 -2.625 4.430
C 0.765 -2.846 1.845
C 1.394 -2.917 0.593
C 0.672 -3.309 -0.638
C 2.734 -2.627 0.511
H 5.426 -1.843 2.390
H 5.047 -0.904 0.886
H 5.315 -2.521 0.762
H 3.349 -1.819 3.818
H 0.328 -3.653 4.624
H -0.030 -1.934 4.489
H 1.456 -2.496 5.253
H -0.247 -3.199 1.912
H 0.815 -4.311 -0.763
H 1.187 -2.827 -1.483
H -0.365 -2.981 -0.580
H 3.291 -2.470 -0.386
C -4.074 -0.806 -1.803
C -3.325 0.331 -2.492
C -3.358 1.514 -1.523
Sb -1.160 -0.194 -2.603
C -0.235 1.788 -3.300
C 1.269 1.428 -3.530
C -1.005 2.307 -4.547
C -0.901 -1.208 -4.596
C -2.211 -1.233 -5.438
C -0.281 -2.656 -4.278
H -3.579 -1.108 -0.886
H -4.222 -1.505 -2.614
H -5.094 -0.483 -1.564
H -3.742 0.635 -3.478
H -2.907 1.203 -0.580
H -4.386 1.767 -1.278
H -2.782 2.410 -1.818
H -0.244 2.448 -2.510
H 1.832 2.349 -3.803
H 1.370 0.790 -4.385
H 1.926 0.915 -2.772
H -0.851 1.746 -5.510
H -0.593 3.275 -4.799
H -2.056 2.533 -4.270
H -0.182 -0.676 -5.184
H -2.948 -1.971 -5.097
H -1.998 -1.705 -6.389
H -2.711 -0.246 -5.506
H -0.287 -3.262 -5.213
H -0.818 -3.204 -3.537
H 0.718 -2.519 -3.794
F 3.724 2.251 1.850
C 3.397 1.066 2.259
F 4.278 0.633 3.061
F 2.055 0.159 0.013
*
```

---

Number 3 is which compound? C28H43BF3N6SbZr